Record 1
{
  "formula": "C23H41F5NO15PS",
  "method": "ωB97M-V/def2-TZVPD",
  "orbital_gap_ev": 8.40,
  "homo_ev": -9.74,
  "elements": ["O", "C", "N", "O", "P", "O", "O", "S", "O", "C", "F", "F", "C", "F", "F", "F", "H", "O", "C", "O", "C", "C", "C", "H", "H", "H", "H", "H", "H", "H", "H", "O", "C", "O", "C", "C", "C", "H", "H", "H", "H", "H", "H", "H", "H", "O", "C", "O", "C", "C", "C", "H", "H", "H", "H", "H", "H", "H", "H", "O", "C", "O", "C", "C", "C", "H", "H", "H", "H", "H", "H", "H", "H", "O", "C", "O", "C", "C", "C", "H", "H", "H", "H", "H", "H", "H", "H"],
  "xyz": [[-2.830, 4.504, 7.609], [-2.482, 3.447, 7.015], [-2.432, 2.487, 6.088], [-1.466, 2.824, 5.161], [-0.935, 1.438, 4.296], [0.594, 1.460, 4.005], [-1.168, 0.094, 5.378], [0.050, 0.282, 6.590], [-1.867, 1.065, 2.907], [-1.960, 2.163, 1.989], [-2.598, 3.331, 2.509], [-2.813, 1.697, 0.909], [-0.557, 2.568, 1.277], [-0.931, 3.199, 0.023], [0.189, 3.553, 1.993], [0.239, 1.434, 0.906], [0.269, 1.658, 6.752], [-0.316, -4.033, -2.914], [-0.536, -2.905, -2.517], [-0.626, -2.655, -1.200], [-0.682, -1.338, -0.625], [-2.107, -0.824, -0.587], [-0.806, -1.790, -3.488], [-0.002, -0.655, -1.137], [-0.309, -1.434, 0.398], [-2.524, -0.723, -1.592], [-2.151, 0.150, -0.094], [-2.751, -1.523, -0.046], [-1.865, -1.793, -3.753], [-0.210, -1.963, -4.387], [-0.519, -0.808, -3.117], [2.063, -6.657, 3.618], [1.970, -6.138, 2.525], [0.780, -5.698, 2.080], [0.601, -4.897, 0.899], [0.481, -5.767, -0.336], [3.161, -6.063, 1.609], [1.388, -4.145, 0.809], [-0.334, -4.349, 1.041], [1.393, -6.343, -0.511], [0.283, -5.154, -1.219], [-0.332, -6.488, -0.217], [3.242, -6.995, 1.047], [4.058, -5.934, 2.219], [3.134, -5.218, 0.925], [1.722, 9.640, 2.343], [1.513, 8.804, 1.490], [1.825, 7.513, 1.713], [1.439, 6.426, 0.858], [2.441, 6.235, -0.263], [0.995, 9.203, 0.136], [0.418, 6.554, 0.491], [1.431, 5.531, 1.485], [2.491, 7.113, -0.911], [2.176, 5.368, -0.873], [3.445, 6.085, 0.144], [1.833, 9.493, -0.499], [0.326, 10.057, 0.260], [0.410, 8.427, -0.354], [2.270, 0.194, -1.209], [3.431, 0.260, -0.862], [3.760, 0.121, 0.435], [5.104, -0.017, 0.921], [5.742, 1.340, 1.144], [4.510, 0.594, -1.854], [5.697, -0.658, 0.266], [5.031, -0.539, 1.879], [5.826, 1.902, 0.211], [6.741, 1.229, 1.572], [5.132, 1.941, 1.823], [4.584, 1.679, -1.953], [4.236, 0.164, -2.820], [5.482, 0.178, -1.600], [-5.312, -1.521, -2.298], [-5.515, -2.362, -3.148], [-5.197, -3.649, -2.919], [-5.575, -4.743, -3.769], [-4.569, -4.935, -4.886], [-6.032, -1.971, -4.505], [-6.595, -4.622, -4.139], [-5.581, -5.634, -3.137], [-4.522, -4.060, -5.539], [-4.828, -5.806, -5.492], [-3.565, -5.077, -4.476], [-5.193, -1.679, -5.140], [-6.705, -1.120, -4.386], [-6.612, -2.752, -4.994]],
  "lowdin_charge": [0.13, -0.06, 0.02, -0.25, 0.68, -0.31, -0.64, 0.78, -0.05, -0.34, 0.09, 0.06, -0.26, 0.06, 0.08, 0.10, -0.09, 0.07, -0.51, -0.01, -0.22, -0.04, 0.02, 0.09, 0.12, 0.07, 0.05, 0.10, 0.09, 0.09, 0.08, 0.09, -0.53, 0.00, -0.23, -0.06, 0.00, 0.11, 0.12, 0.07, 0.04, 0.09, 0.10, 0.09, 0.07, 0.10, -0.52, 0.00, -0.23, -0.06, 0.01, 0.12, 0.10, 0.07, 0.08, 0.08, 0.10, 0.09, 0.07, 0.09, -0.51, 0.00, -0.23, -0.06, 0.01, 0.11, 0.13, 0.07, 0.08, 0.09, 0.10, 0.09, 0.07, 0.09, -0.53, 0.00, -0.23, -0.06, 0.01, 0.11, 0.12, 0.07, 0.08, 0.08, 0.09, 0.09, 0.07]
}



Record 2
{
  "formula": "C4H12S",
  "method": "ωB97M-V/def2-TZVPD",
  "de_lowest_kj_mol": 104.20,
  "orbital_gap_ev": 10.01,
  "homo_ev": -9.09,
  "elements": ["C", "C", "H", "H", "H", "H", "H", "H", "C", "C", "S", "H", "H", "H", "H", "H", "H"],
  "xyz": [[0.866, 2.466, 1.093], [-0.422, 1.816, 1.560], [0.722, 3.383, 0.572], [1.431, 2.802, 2.013], [1.443, 1.737, 0.404], [-0.485, 1.929, 2.650], [-0.455, 0.750, 1.245], [-1.289, 2.462, 1.247], [0.036, -1.280, -1.435], [0.019, -2.411, -0.433], [-0.261, -1.841, -3.171], [-0.854, -0.591, -1.187], [0.952, -0.659, -1.366], [0.912, -2.864, 0.137], [-1.508, -2.113, -2.832], [-0.304, -3.389, -0.817], [-0.801, -2.198, 0.321]],
  "lowdin_charge": [-0.19, -0.19, 0.04, 0.08, 0.08, 0.06, 0.06, 0.08, -0.64, -0.22, 0.66, 0.08, 0.06, 0.09, -0.16, 0.04, 0.08]
}



Record 3
{
  "formula": "C12H17N",
  "method": "ωB97M-V/def2-TZVPD",
  "de_lowest_kj_mol": 89.12,
  "orbital_gap_ev": 8.73,
  "homo_ev": -7.80,
  "elements": ["C", "C", "H", "H", "H", "H", "H", "H", "C", "C", "C", "C", "C", "C", "C", "C", "C", "C", "N", "H", "H", "H", "H", "H", "H", "H", "H", "H", "H", "H"],
  "xyz": [[-2.220, -2.480, 3.184], [-1.517, -3.094, 2.005], [-2.356, -1.393, 3.161], [-3.201, -2.931, 3.349], [-1.527, -2.571, 4.028], [-1.169, -4.083, 2.320], [-0.619, -2.532, 1.742], [-2.123, -3.360, 1.134], [-0.200, 0.737, 1.180], [0.992, 0.113, 1.962], [0.024, 0.462, -0.299], [-0.444, -0.641, -0.970], [0.591, 1.375, -1.258], [0.443, 0.734, -2.511], [1.335, 2.553, -1.178], [0.856, 1.395, -3.677], [1.850, 3.122, -2.322], [1.607, 2.555, -3.575], [-0.061, -0.500, -2.307], [-1.170, 0.325, 1.443], [-0.261, 1.814, 1.331], [0.714, -0.841, 2.401], [-0.846, -1.543, -0.576], [-0.387, -1.171, -2.982], [1.595, 2.988, -0.217], [0.519, 1.127, -4.674], [2.446, 3.995, -2.078], [2.008, 2.976, -4.487], [1.372, 0.829, 2.691], [1.748, 0.040, 1.180]],
  "lowdin_charge": [-0.18, -0.19, 0.05, 0.07, 0.07, 0.07, 0.04, 0.06, -0.18, -0.08, -0.20, -0.02, -0.13, -0.23, -0.04, -0.03, -0.11, -0.10, 0.07, 0.09, 0.10, 0.05, 0.10, 0.15, 0.11, 0.10, 0.10, 0.10, 0.06, 0.07]
}



Record 4
{
  "formula": "H4NO2PS",
  "method": "ωB97M-V/def2-TZVPD",
  "de_lowest_kj_mol": 55.93,
  "orbital_gap_ev": 9.88,
  "homo_ev": -9.53,
  "elements": ["N", "O", "O", "P", "S", "H", "H", "H", "H"],
  "xyz": [[0.831, -0.709, -1.154], [0.228, -0.541, 1.476], [-1.435, 0.168, -0.479], [0.103, 0.417, -0.167], [0.594, 2.255, 0.001], [0.205, -1.485, -1.086], [1.758, -0.904, -0.804], [-0.249, 0.019, 2.146], [-2.036, 0.780, 0.067]],
  "lowdin_charge": [-0.08, -0.33, -0.25, 0.13, 0.26, 0.05, 0.06, 0.03, 0.12]
}



| no. | lowest unoccupied orbital energy (eV) |
| --- | --- |
| 1 | -1.335 |
| 2 | 0.915 |
| 3 | 0.928 |
| 4 | 0.352 |